[1]
DFT (wB97M-V/def2-TZVPD) results for a structure of composition C15H36NbO8S2 at a distorted geometry.

Summary:
**M**: 501.5 g/mol
**Gap between HOMO and LUMO**: 5.99 eV
**Net charge**: -1
**Strongest force on any atom**: 1.8 eV Å⁻¹
**DFT total energy**: -2048.02903 hartree
**Lowest unoccupied orbital energy**: 1.7 eV
**HOMO**: -4.28 eV

Last column: Mulliken charge in e.
Element x y z (Å)
C -3.164 -2.980 1.587  -0.645
C -2.773 -2.802 0.293  -0.281
C -3.324 -1.665 -0.484  0.690
O -3.471 -0.542 -0.079  -0.554
O -3.771 -2.083 -1.696  -0.387
C -3.111 -1.477 -2.831  -0.569
C -1.755 -2.105 -3.105  -0.331
C -0.810 -1.254 -3.957  -0.884
C 0.149 -0.337 -3.187  -0.359
C -0.533 0.724 -2.342  0.718
C 0.456 1.651 -1.627  -1.799
Nb 1.138 3.442 -2.840  -0.747
H -3.012 -2.206 2.332  0.275
H -3.637 -3.919 1.849  0.291
H -2.082 -3.483 -0.195  0.328
H -3.779 -1.619 -3.680  0.370
H -3.052 -0.402 -2.658  0.368
H -1.260 -2.338 -2.157  0.102
H -1.920 -3.072 -3.589  0.371
H -0.168 -1.959 -4.496  0.329
H -1.341 -0.694 -4.732  0.367
H 0.822 -0.960 -2.590  0.281
H 0.761 0.142 -3.958  0.310
H -1.137 0.207 -1.582  -0.232
H -1.252 1.269 -2.961  0.273
H -0.053 2.078 -0.755  0.477
H 1.316 1.109 -1.222  0.336
H 1.855 4.102 -1.263  -0.016
H -0.390 4.401 -2.390  -0.028
H 0.239 2.895 -4.367  -0.047
H 2.707 2.555 -3.254  -0.033
H 1.769 4.976 -3.679  0.024
O -2.539 -4.836 6.197  -0.666
S -2.712 -5.733 5.096  1.190
O -3.314 -5.274 3.884  -0.523
O -3.487 -7.025 5.609  -0.286
C -4.725 -6.813 6.325  -0.368
C -5.882 -6.493 5.401  -0.967
C -1.188 -6.522 4.720  -0.962
H -4.583 -6.032 7.074  0.339
H -4.906 -7.746 6.854  0.272
H -5.755 -5.521 4.928  0.289
H -6.814 -6.480 5.967  0.382
H -5.957 -7.238 4.610  0.263
H -0.757 -6.909 5.639  0.336
H -0.541 -5.765 4.282  0.375
H -1.374 -7.319 4.006  0.319
O 5.076 5.617 -2.409  -0.536
S 6.271 5.974 -1.723  1.191
O 6.784 5.157 -0.665  -0.619
O 6.117 7.470 -1.196  -0.286
C 4.919 7.757 -0.434  -0.358
C 5.003 7.255 0.992  -0.996
C 7.564 6.277 -2.879  -0.951
H 4.051 7.344 -0.951  0.366
H 4.828 8.841 -0.453  0.260
H 5.007 6.167 1.026  0.307
H 4.143 7.612 1.559  0.379
H 5.918 7.606 1.470  0.267
H 7.189 6.939 -3.655  0.301
H 7.841 5.313 -3.300  0.361
H 8.407 6.720 -2.357  0.324

=====

[2]
DFT (wB97M-V/def2-TZVPD) results for an isolated molecule of C18H25N5O3.

Summary:
**M**: 359.4 g/mol
**Gap between HOMO and LUMO**: 8.82 eV
**Net charge**: 0
**Strongest force on any atom**: 0.9 eV Å⁻¹
**SMILES**: Cc1ccc(CN2CCNC(=O)[C@H]2CC(=O)NCCCn2cccn2)o1
**DFT total energy**: -1200.42125 hartree
**Lowest unoccupied orbital energy**: 0.8 eV
**HOMO**: -7.98 eV

Last column: Mulliken charge in e.
Element x y z (Å)
C 2.380 2.671 -0.650  -0.988
C 1.524 1.832 -1.530  0.389
C 1.817 0.794 -2.361  -0.612
C 0.587 0.375 -2.927  -0.744
C -0.372 1.187 -2.403  0.907
C -1.858 1.192 -2.583  -1.511
N -2.427 -0.038 -2.060  0.650
C -3.308 -0.768 -2.935  -0.878
C -3.348 -2.203 -2.425  -0.613
N -3.876 -2.182 -1.084  -0.143
C -3.611 -1.211 -0.195  -0.161
O -3.967 -1.290 0.966  -0.700
C -2.927 0.060 -0.708  -0.031
C -1.795 0.365 0.280  -1.356
C -0.693 -0.676 0.151  0.427
O -0.858 -1.780 -0.324  -0.691
N 0.498 -0.253 0.628  0.453
C 1.646 -1.121 0.696  -1.131
C 1.655 -1.974 1.974  -0.584
C 1.354 -1.138 3.224  -0.950
N 2.220 0.003 3.346  0.519
C 3.404 0.070 3.981  0.002
C 3.877 1.353 3.821  -0.934
C 2.894 1.992 3.059  -0.270
N 1.903 1.164 2.778  -0.678
O 0.194 2.076 -1.553  -0.373
H 2.185 2.445 0.398  -0.019
H 3.427 2.477 -0.864  0.321
H 2.170 3.727 -0.813  0.378
H 2.786 0.379 -2.550  0.516
H 0.436 -0.424 -3.622  0.535
H -2.086 1.262 -3.651  0.647
H -2.275 2.082 -2.089  0.293
H -2.901 -0.750 -3.947  0.521
H -4.333 -0.352 -2.955  0.314
H -3.992 -2.826 -3.052  0.494
H -2.328 -2.604 -2.424  0.171
H -4.217 -3.048 -0.691  0.274
H -3.690 0.864 -0.617  0.425
H -1.392 1.365 0.133  0.484
H -2.212 0.298 1.288  0.717
H 0.572 0.611 1.150  0.319
H 2.543 -0.500 0.645  0.412
H 1.617 -1.780 -0.174  0.406
H 2.628 -2.459 2.069  0.387
H 0.889 -2.744 1.893  0.370
H 1.464 -1.757 4.118  0.409
H 0.326 -0.770 3.175  0.294
H 3.815 -0.773 4.498  0.427
H 4.788 1.769 4.197  0.406
H 2.868 3.009 2.719  0.502

=====

[3]
DFT (wB97M-V/def2-TZVPD) results for a structure of composition C34H74N5O9 at a distorted geometry.

Summary:
**M**: 697.0 g/mol
**Gap between HOMO and LUMO**: 6.41 eV
**Net charge**: +1
**Strongest force on any atom**: 13.0 eV Å⁻¹
**DFT total energy**: -2288.47032 hartree
**Lowest unoccupied orbital energy**: -3.5 eV
**HOMO**: -9.94 eV

Last column: Mulliken charge in e.
Element x y z (Å)
N -0.148 0.731 -0.390  -0.477
O -0.152 1.909 -0.573  -0.543
O 0.433 0.234 0.552  0.180
O -0.715 -0.025 -1.176  -0.198
C 3.685 1.598 1.896  -1.931
C 2.795 1.084 0.768  1.380
C 3.622 0.810 -0.509  -1.572
N 2.689 0.723 -1.793  0.878
C 2.025 2.091 -2.025  -1.374
C 1.671 -0.485 -1.817  0.200
C 2.498 -1.737 -2.048  -0.727
C 3.715 -1.214 -2.849  -1.266
C 3.618 0.300 -2.929  -0.390
H 4.471 0.869 2.095  0.447
H 3.148 1.983 2.762  0.102
H 4.304 2.427 1.553  0.652
H 1.991 1.815 0.689  0.246
H 2.264 0.202 1.127  0.819
H 4.166 -0.134 -0.500  0.777
H 4.385 1.573 -0.664  0.363
H 2.849 2.797 -1.924  0.297
H 1.187 2.197 -1.336  0.673
H 1.656 2.110 -3.051  0.466
H 0.906 -0.339 -2.579  0.681
H 1.096 -0.508 -0.892  0.049
H 1.912 -2.504 -2.554  1.195
H 2.847 -2.161 -1.106  -1.278
H 3.869 -1.609 -3.853  0.255
H 4.629 -1.437 -2.298  0.427
H 3.217 0.685 -3.866  0.454
H 4.605 0.748 -2.811  0.382
C 3.021 3.956 -0.440  -1.833
C 2.155 3.336 0.597  1.391
C 1.217 4.263 1.372  -1.253
N 0.085 3.585 2.145  0.580
C 0.577 2.366 2.959  -1.161
C -0.643 4.622 3.008  -0.608
C -2.077 4.094 3.150  -1.198
C -2.286 3.015 2.058  -1.673
C -1.018 3.023 1.281  -0.677
H 2.484 4.747 -0.964  0.369
H 3.358 3.135 -1.073  0.297
H 3.907 4.392 0.022  0.432
H 2.805 2.748 1.244  -0.946
H 1.642 2.498 0.125  -0.166
H 0.788 5.013 0.707  0.552
H 1.897 4.787 2.043  0.373
H 1.372 2.713 3.618  0.654
H 0.977 1.607 2.286  0.766
H -0.223 2.083 3.642  0.627
H -0.178 4.875 3.961  0.400
H -0.654 5.517 2.386  0.432
H -2.353 3.738 4.143  0.332
H -2.832 4.868 3.012  0.356
H -2.376 2.031 2.519  0.634
H -3.224 3.264 1.562  0.559
H -0.778 2.041 0.873  -1.897
H -1.120 3.728 0.456  1.149
C -0.984 -3.408 4.590  -1.673
C -0.343 -2.673 3.441  0.680
C -0.755 -3.400 2.168  -0.851
N -0.329 -2.607 0.845  0.571
C -1.335 -1.405 0.598  0.681
C -0.297 -3.658 -0.312  -0.302
C 1.133 -3.559 -0.883  -0.697
C 1.635 -2.237 -0.473  0.398
C 1.107 -2.060 0.903  -0.924
H -0.441 -4.342 4.736  0.422
H -2.060 -3.573 4.529  0.325
H -0.775 -2.920 5.542  0.398
H 0.727 -2.580 3.630  0.161
H -0.679 -1.636 3.413  0.168
H -1.838 -3.527 2.160  0.287
H -0.279 -4.381 2.148  0.643
H -1.211 -0.760 1.468  0.259
H -2.309 -1.832 0.361  -0.742
H -0.927 -0.843 -0.242  -1.180
H -1.000 -3.217 -1.019  -0.024
H -0.622 -4.658 -0.026  0.594
H 1.280 -3.639 -1.961  0.709
H 1.745 -4.355 -0.457  0.328
H 1.273 -1.486 -1.175  -1.662
H 2.723 -2.193 -0.426  0.564
H 1.130 -1.013 1.206  -0.396
H 1.673 -2.738 1.541  1.104
C -2.553 1.114 0.820  -0.246
C -3.295 0.542 -0.305  -0.998
C -2.751 -0.837 -0.706  0.231
N -3.248 -1.357 -2.063  0.772
C -4.792 -1.519 -2.062  -1.140
C -2.738 -2.785 -2.309  0.095
C -2.655 -2.823 -3.831  -1.086
C -2.903 -1.456 -4.429  -0.922
C -2.591 -0.585 -3.259  0.495
H -1.760 1.735 0.402  2.430
H -2.075 0.357 1.443  0.614
H -3.250 1.696 1.422  0.599
H -3.165 1.251 -1.123  0.269
H -4.355 0.414 -0.083  0.569
H -2.936 -1.636 0.012  0.235
H -1.661 -0.844 -0.701  0.415
H -5.079 -2.105 -2.936  0.449
H -5.106 -0.490 -2.238  0.424
H -5.101 -1.926 -1.099  0.261
H -3.413 -3.523 -1.875  0.867
H -1.845 -3.056 -1.746  -0.908
H -3.396 -3.518 -4.227  0.526
H -1.694 -3.181 -4.202  0.507
H -3.879 -1.462 -4.914  0.318
H -2.149 -1.112 -5.136  0.497
H -2.926 0.447 -3.367  0.422
H -1.523 -0.456 -3.080  -0.042
O -0.721 0.541 2.157  -0.505
C 0.128 0.190 3.110  0.028
O 1.325 0.004 2.824  -0.468
O -0.433 -0.174 4.178  -0.766
H -0.189 0.465 1.362  -1.538
O -0.563 -2.019 -1.616  0.820
C -0.090 -2.232 -2.817  0.504
O -0.127 -1.355 -3.680  -0.631
O 0.407 -3.266 -3.206  -0.629
H -0.898 -1.119 -1.615  -0.969

=====

[4]
DFT (wB97M-V/def2-TZVPD) results for a structure of composition C12H19AsBF4N2ORhS4 at a distorted geometry.

Summary:
**M**: 600.2 g/mol
**Gap between HOMO and LUMO (spin up / spin down)**: 4.95 / 5.04 eV
**Net charge**: -2
**Strongest force on any atom**: 5.9 eV Å⁻¹
**DFT total energy**: -5016.86429 hartree
**Expectation value of S²**: 6.04
**Lowest unoccupied orbital energy (spin up / spin down)**: 4.6 / 3.1 eV
**Spin multiplicity**: 5
**HOMO (spin up / spin down)**: -0.37 / -1.95 eV

Last column: Löwdin spin population.
Element x y z (Å)
Rh -0.503 -1.537 0.441  1.310
S -0.356 -1.537 2.744  0.453
C 1.261 -1.506 2.207  0.467
S 1.791 -1.537 0.588  0.325
C 2.327 -1.446 3.270  0.465
C 2.874 -0.192 3.614  0.068
N 3.351 0.820 3.927  0.197
C 2.742 -2.645 3.886  0.064
N 3.113 -3.609 4.419  0.201
C 1.952 2.306 1.334  0.004
C 0.477 2.195 1.687  0.020
As -0.503 0.994 0.441  0.059
C -2.309 1.159 1.273  0.000
C -2.769 2.584 1.565  0.000
C -0.791 2.252 -1.066  0.029
C 0.329 2.148 -2.093  0.004
H 2.466 2.933 2.093  0.000
H 2.084 2.790 0.351  0.000
H 2.420 1.300 1.322  0.003
H 0.031 3.210 1.693  0.003
H 0.396 1.758 2.706  0.002
H -2.306 0.584 2.223  0.006
H -3.038 0.684 0.583  -0.001
H -2.109 3.071 2.309  0.000
H -3.792 2.554 1.996  0.000
H -2.805 3.188 0.637  0.001
H -0.883 3.292 -0.695  0.004
H -1.736 1.964 -1.574  0.001
H 1.306 2.424 -1.659  0.000
H 0.118 2.830 -2.943  0.001
H 0.391 1.107 -2.480  0.003
F -0.503 -3.417 0.441  0.056
B -0.503 -4.871 0.442  0.010
F -1.836 -5.356 0.122  0.002
F -0.113 -5.355 1.756  0.003
F 0.440 -5.355 -0.553  0.004
C 0.310 -0.490 -5.541  0.002
O 0.208 -0.614 -4.134  0.008
C -0.542 -1.602 -3.591  0.045
S -1.380 -2.719 -4.538  0.022
S -0.503 -1.537 -1.906  0.193
H 0.958 0.366 -5.751  0.000
H -0.662 -0.277 -5.998  0.000
H 0.783 -1.370 -5.990  0.000
H -2.188 -1.537 0.441  -0.032